Here is a molecular structure, C37H54CuN3P from the OMol25 dataset. Energies are from wB97M-V/def2-TZVPD.

```
! RIJCOSX wB97M-V def2-TZVPD def2/J DEFGRID3
* xyz -2 2
Cu 1.291 -0.221 -0.524
N 1.778 -2.788 3.400
N 0.655 -2.900 -2.196
C 2.092 1.772 -0.596
C 3.210 0.959 -0.218
C 2.961 0.478 1.094
C 3.882 -0.370 1.891
H 4.797 -0.626 1.357
H 3.322 -1.452 2.127
H 4.089 0.046 2.878
C 1.719 1.004 1.550
C 1.138 0.710 2.884
H 1.529 1.414 3.632
H 1.346 -0.311 3.232
H 0.029 0.821 2.879
C 1.187 1.831 0.525
C 0.059 2.794 0.661
H -0.797 2.340 1.182
H -0.286 3.163 -0.315
H 0.369 3.675 1.251
C 4.433 0.730 -1.036
H 5.185 1.517 -0.858
H 4.193 0.745 -2.107
H 4.902 -0.235 -0.801
C 2.044 2.628 -1.810
H 1.009 2.857 -2.089
H 2.514 2.119 -2.660
H 2.581 3.582 -1.660
C 1.155 -3.757 4.029
H 1.482 -3.933 5.053
C 0.096 -4.487 3.479
H -0.395 -5.242 4.075
C -0.314 -4.212 2.168
H -1.104 -4.795 1.666
C 0.287 -3.145 1.468
H 0.245 -2.939 0.383
C 1.328 -2.398 2.142
C 2.398 -1.698 1.517
H 2.571 -2.316 0.537
C 0.824 -1.498 -2.063
C 1.594 -3.269 -3.143
H 2.240 -4.133 -3.046
C 1.424 -2.325 -4.105
H 1.455 -2.463 -5.171
N 0.924 -1.138 -3.441
C 0.863 0.127 -4.121
C 1.877 0.409 -5.093
C 1.683 1.529 -5.908
H 2.411 1.729 -6.691
C 0.584 2.376 -5.729
C 0.377 3.560 -6.635
H -0.166 4.357 -6.104
H -0.227 3.281 -7.517
H 1.337 3.958 -7.000
C -0.372 2.098 -4.750
H -1.241 2.744 -4.644
C -0.243 0.984 -3.923
C -1.196 0.614 -2.840
H -1.535 -0.423 -2.965
H -2.068 1.277 -2.845
H -0.711 0.678 -1.846
C 3.126 -0.395 -5.172
H 2.955 -1.456 -5.358
H 3.740 -0.293 -4.266
H 3.719 -0.023 -6.018
C -1.888 -1.847 4.447
C -2.573 -1.568 3.115
C -4.093 -1.452 3.298
P -1.904 0.018 2.387
C -2.436 -0.157 0.597
C -3.113 -1.487 0.238
C -3.321 1.010 0.175
C -2.968 1.247 3.375
C -3.355 2.650 2.903
C -2.452 1.492 4.803
H -2.349 -1.236 5.230
H -0.808 -1.657 4.414
H -2.032 -2.900 4.723
H -2.327 -2.391 2.426
H -4.316 -0.842 4.183
H -4.612 -1.011 2.439
H -4.533 -2.440 3.483
H -1.472 -0.113 0.044
H -4.101 -1.571 0.713
H -3.262 -1.531 -0.851
H -2.510 -2.361 0.514
H -2.857 1.995 0.323
H -3.545 0.925 -0.897
H -4.284 0.992 0.713
H -3.897 0.670 3.391
H -3.802 3.117 3.799
H -2.457 3.219 2.627
H -4.104 2.721 2.096
H -1.640 2.227 4.737
H -3.269 1.972 5.375
H -2.072 0.641 5.386
*
```

Properties
Gap between HOMO and LUMO (alpha / beta) = 3.0 / 2.8 eV
HOMO energy (alpha / beta) = 1.25 / 1.44 eV
LUMO (alpha / beta) = 4.3 / 4.3 eV
Electronic energy = -97632.734 eV

Here is a molecular structure, C37H54N3OP2Re from the OMol25 dataset. Energies are from wB97M-V/def2-TZVPD.

```
! RIJCOSX wB97M-V def2-TZVPD def2/J DEFGRID3
* xyz 3 4
C -1.267 -1.418 -2.450
C 0.746 -2.475 -1.723
C -1.439 -2.362 -3.455
C 0.502 -3.517 -2.658
C -0.562 -3.447 -3.529
H -2.275 -2.237 -4.136
H 1.216 -4.338 -2.677
H -0.736 -4.226 -4.269
N -0.216 -1.476 -1.600
P -2.312 0.040 -0.382
P 2.227 -0.773 -0.147
C -2.238 -0.285 -2.218
H -1.915 0.621 -2.749
H -3.236 -0.525 -2.596
C 1.908 -2.334 -0.954
H 2.634 -3.149 -0.938
C 3.425 0.065 -1.447
C 3.295 -1.258 1.367
C -3.296 1.676 -0.247
C -3.473 -1.454 0.077
C 3.512 1.553 -1.103
H 4.081 1.734 -0.182
H 4.015 2.077 -1.929
H 2.521 1.995 -0.993
C 4.845 -0.515 -1.475
H 5.414 -0.321 -0.559
H 4.858 -1.588 -1.700
H 5.392 -0.012 -2.289
C 2.841 -0.127 -2.855
H 3.323 0.592 -3.536
H 3.032 -1.138 -3.240
H 1.765 0.062 -2.894
C 3.997 0.002 1.889
H 3.286 0.826 2.039
H 4.440 -0.236 2.866
H 4.808 0.345 1.238
C 2.408 -1.810 2.489
H 1.745 -1.049 2.916
H 1.815 -2.672 2.162
H 3.073 -2.153 3.295
C 4.300 -2.373 1.053
H 5.048 -2.108 0.306
H 4.842 -2.593 1.984
H 3.797 -3.290 0.736
C -3.921 -1.227 1.525
H -4.421 -2.143 1.870
H -3.072 -1.053 2.200
H -4.647 -0.409 1.618
C -2.744 -2.808 -0.031
H -2.539 -3.080 -1.074
H -1.815 -2.861 0.537
H -3.419 -3.566 0.395
C -4.700 -1.617 -0.834
H -5.270 -2.479 -0.456
H -5.383 -0.766 -0.833
H -4.432 -1.848 -1.871
C -2.601 2.773 -1.062
H -2.610 2.566 -2.140
H -3.146 3.715 -0.900
H -1.568 2.933 -0.744
C -3.328 2.100 1.225
H -2.321 2.187 1.646
H -3.807 3.088 1.284
H -3.902 1.407 1.849
C -4.738 1.579 -0.758
H -4.803 1.221 -1.793
H -5.381 0.975 -0.108
H -5.159 2.595 -0.744
Re -0.028 -0.091 0.046
C -0.416 -1.251 1.502
O -0.687 -1.921 2.449
N 0.260 1.578 -1.435
C 0.343 2.037 -2.524
C 0.530 2.869 -3.643
C 0.317 4.265 -3.534
C 0.932 2.319 -4.887
C 0.486 5.081 -4.653
H 0.023 4.687 -2.568
C 1.104 3.156 -5.991
H 1.097 1.241 -4.962
C 0.877 4.533 -5.880
H 0.308 6.156 -4.568
H 1.415 2.726 -6.946
H 1.003 5.178 -6.751
C 1.111 4.050 4.975
C 0.779 3.174 3.803
C 1.368 3.349 2.549
C 1.053 2.495 1.495
N 0.237 1.415 1.646
C -0.435 1.322 2.828
C -0.154 2.147 3.916
H 2.170 3.977 5.246
H 0.908 5.107 4.765
H 0.518 3.758 5.848
H 2.078 4.157 2.370
H 1.426 2.699 0.493
H -1.238 0.585 2.902
H -0.688 1.969 4.851
*
```

Properties
Gap between HOMO and LUMO (alpha / beta) = 5.7 / 2.0 eV
HOMO energy (alpha / beta) = -15.50 / -15.78 eV
LUMO (alpha / beta) = -9.8 / -13.8 eV
Electronic energy = -66445.408 eV
Relative energy (zero: lowest compared OMol25 entry of this formula, charge and spin) = 30.7 kcal/mol